DFT (ωB97M-V with the def2-TZVPD basis set) results for C34H31IInN8O3PS2Te as an isolated structure.

Atoms and positions in Å:
In1 -0.24 -0.03 -0.34
C1 3.83 2.09 0.96
C2 2.67 1.58 0.17
N1 1.68 0.96 0.69
N2 1.69 0.81 2.06
C3 1.36 -0.39 2.45
N3 1.25 -0.59 3.80
S1 0.97 -1.71 1.40
C4 2.64 1.84 -1.29
C5 3.75 2.39 -1.94
C6 3.67 2.63 -3.30
C7 2.49 2.33 -3.96
C8 1.45 1.78 -3.23
N4 1.52 1.54 -1.93
H1 3.66 1.95 2.02
H2 4.00 3.14 0.75
H3 4.74 1.55 0.68
H4 1.74 0.09 4.37
H5 1.29 -1.55 4.11
H6 4.65 2.62 -1.39
H7 4.51 3.05 -3.83
H8 2.38 2.52 -5.02
H9 0.51 1.53 -3.71
I1 1.84 -2.11 -1.91
C9 0.48 -2.05 -3.49
C10 0.73 -2.92 -4.52
C11 -0.10 -2.95 -5.65
C12 -1.13 -2.07 -5.73
C13 -1.39 -1.14 -4.69
C14 -2.43 -0.20 -4.87
C15 -2.67 0.73 -3.91
C16 -1.94 0.70 -2.70
C17 -0.96 -0.22 -2.43
C18 -0.62 -1.13 -3.49
H10 1.58 -3.59 -4.46
H11 0.10 -3.66 -6.44
H12 -1.77 -2.04 -6.60
H13 -3.00 -0.22 -5.79
H14 -3.43 1.49 -4.04
H15 -2.18 1.45 -1.97
S2 -5.48 -3.93 4.48
N5 -4.66 -2.56 4.73
C19 -3.94 -2.33 3.64
C20 -3.07 -1.21 3.42
C21 -2.91 -0.21 4.46
C22 -2.04 0.91 4.13
C23 -1.37 0.86 2.84
N6 -1.54 -0.06 1.96
C24 -2.41 -1.10 2.23
C25 -2.57 -2.11 1.19
N7 -1.89 -1.95 0.04
C26 -2.00 -2.87 -0.90
C27 -2.80 -4.00 -0.78
C28 -3.53 -4.18 0.37
C29 -3.41 -3.22 1.38
C30 -4.12 -3.32 2.63
N8 -4.96 -4.28 2.99
H16 -3.05 -0.51 5.49
H17 -1.53 1.44 4.92
H18 -0.65 1.64 2.61
H19 -1.43 -2.70 -1.80
H20 -2.85 -4.71 -1.59
H21 -4.17 -5.03 0.52
C31 -4.55 4.65 -1.93
C32 -3.53 4.56 -0.82
O1 -2.77 3.37 -0.97
P1 -2.35 2.52 0.39
O2 -0.97 1.95 -0.02
Te1 -4.14 1.61 4.07
O3 -3.28 1.15 0.13
C33 -4.68 1.28 0.04
C34 -5.31 -0.07 0.32
H22 -5.16 5.56 -1.83
H23 -5.22 3.79 -1.91
H24 -4.06 4.67 -2.90
H25 -4.03 4.58 0.16
H26 -2.86 5.42 -0.85
H27 -4.95 1.63 -0.96
H28 -5.05 2.02 0.76
H29 -4.84 -0.83 -0.30
H30 -6.38 -0.06 0.10
H31 -5.18 -0.35 1.37

Properties
- Spin multiplicity: 1
- E: -105354.12797 eV
- Kohn-Sham gap: 6.73 eV
- Total charge: 0
- LUMO energy: -0.8 eV
- Relative energy (zero: lowest compared OMol25 entry of this formula, charge and spin): 265.6 kJ/mol